Entry from OMol25: a molecular structure, C31H33ClHgN9O4S2 (ωB97M-V/def2-TZVPD).

Geometry as XYZ:
```
81
Properties=species:S:1:pos:R:3:forces:R:3
Hg -0.309984 0.068189 0.459185 -0.06 0.57 0.08
Cl -5.864832 -0.906985 5.551012 0.03 0.00 -0.02
C -4.395108 -0.882704 4.545161 -0.04 -0.02 0.05
C -3.206681 -1.342907 5.093987 0.04 0.03 -0.12
C -2.076123 -1.337046 4.246647 -0.06 -0.10 0.12
C -2.097381 -0.906137 2.922304 0.02 0.01 -0.31
O -1.021685 -1.072076 2.187405 0.04 -0.17 0.22
C -3.341549 -0.344943 2.392511 -0.06 0.02 0.13
C -3.530649 0.271853 1.135172 -0.03 -0.05 0.04
O -2.707594 0.554838 0.203958 -0.05 0.02 0.01
C -4.484534 -0.408445 3.261710 0.04 0.04 -0.08
H -3.157647 -1.703905 6.112129 0.00 0.00 0.00
H -1.127942 -1.720411 4.610740 0.00 0.00 -0.01
H -4.587526 0.567140 0.964635 0.04 0.01 -0.01
H -5.434988 -0.040910 2.890574 0.00 -0.01 0.01
S 1.342621 4.431713 0.196644 0.02 0.02 0.01
C -0.149688 4.304336 -0.629905 -0.03 0.02 -0.02
C -0.639459 3.036182 -0.586500 -0.04 -0.04 0.07
C 0.195199 2.109267 0.113426 0.10 -0.12 0.03
C 1.295896 2.741009 0.615491 0.14 -0.03 -0.03
C 2.344463 2.167847 1.472964 -0.08 0.06 -0.05
C 3.405549 2.936480 1.968783 0.04 -0.04 0.04
C 4.308553 2.355631 2.837771 -0.02 0.06 -0.03
C 4.145030 1.026969 3.202164 -0.05 -0.04 0.04
C 3.077298 0.337128 2.648048 -0.02 0.08 0.01
N 2.213092 0.882374 1.804626 -0.03 -0.03 0.11
H -0.595484 5.175236 -1.087250 0.01 -0.01 0.00
H -1.601912 2.757356 -0.990829 -0.02 -0.04 -0.03
H 3.509243 3.974831 1.682688 0.00 0.00 -0.03
H 5.130677 2.940593 3.236165 0.01 0.00 0.00
H 4.822269 0.533877 3.887246 0.00 0.01 -0.01
H 2.900005 -0.707310 2.886894 0.02 -0.01 -0.02
C -0.096871 -1.334918 -3.019043 0.06 0.02 -0.01
N -0.409779 0.016145 -2.561190 0.04 -0.08 0.01
C -1.781403 0.330843 -2.944674 0.00 -0.06 -0.01
N -1.962113 0.256329 -4.411508 0.03 0.01 -0.01
C -1.597216 -1.095505 -4.840621 -0.01 0.00 0.01
N -0.222635 -1.455539 -4.487051 0.01 0.02 0.00
C 0.673654 -0.470678 -5.096356 -0.01 0.00 0.01
N 0.382747 0.902056 -4.676315 0.00 0.01 0.00
C 0.503607 0.954808 -3.203691 -0.07 0.01 -0.02
C -1.011241 1.189541 -5.021998 0.00 -0.02 0.02
H -0.782240 -2.030469 -2.538091 -0.01 0.00 0.00
H 0.923688 -1.582962 -2.722645 0.00 0.00 -0.01
H -2.024046 1.340458 -2.617231 -0.02 0.02 0.04
H -2.456796 -0.361545 -2.440861 0.01 0.00 0.01
H -1.711854 -1.163737 -5.928112 0.00 0.00 -0.01
H -2.277742 -1.807138 -4.368077 0.00 0.00 0.01
H 0.578711 -0.533795 -6.185965 0.00 0.00 -0.01
H 1.701895 -0.709854 -4.816429 0.00 0.00 0.00
H 0.272677 1.965773 -2.863303 0.01 0.01 -0.02
H 1.530366 0.724089 -2.913308 -0.01 -0.01 -0.01
H -1.120125 1.141767 -6.111059 0.00 0.00 -0.01
H -1.252308 2.202003 -4.688785 0.00 0.00 0.00
C 6.856514 1.978688 -0.045223 0.01 -0.05 -0.02
N 6.061884 0.787162 0.108887 0.01 0.03 0.05
C 6.340949 -0.273192 0.959964 0.01 -0.05 -0.06
C 5.300930 -1.126107 0.869567 0.05 0.00 -0.08
N 4.403203 -0.583440 -0.016649 0.05 -0.03 -0.04
C 4.853525 0.593388 -0.502308 -0.06 0.03 -0.02
S 4.130265 1.613333 -1.628643 0.07 -0.04 0.05
H 7.906613 1.732253 0.113037 0.00 0.00 0.01
H 6.546739 2.746613 0.666689 -0.01 0.02 0.00
H 6.706640 2.363937 -1.051899 0.00 0.00 0.00
H 7.245614 -0.314220 1.540283 -0.02 0.01 0.01
H 5.095692 -2.064408 1.352178 0.00 0.01 -0.01
H 3.497778 -1.045389 -0.200090 0.01 -0.04 -0.06
C -2.374748 -4.472198 0.892555 0.03 0.03 0.03
N -1.012012 -4.056763 0.613299 0.02 -0.06 0.06
C 0.063824 -4.766125 1.040990 -0.09 0.02 -0.02
C 1.313488 -4.311605 0.869288 0.05 0.03 -0.02
C 1.506361 -2.982643 0.293722 -0.03 0.08 0.04
O 2.670099 -2.559048 0.110798 0.01 0.09 0.12
N 0.415967 -2.253319 -0.019568 -0.18 -0.21 -0.19
C -0.835591 -2.794840 0.025138 -0.06 0.12 0.00
O -1.824017 -2.229113 -0.430926 0.12 -0.19 -0.10
H -2.369192 -5.529137 1.160624 -0.01 0.00 0.02
H -2.991580 -4.312437 0.011989 0.00 -0.02 -0.02
H -2.793779 -3.880012 1.708360 0.00 0.02 0.00
H -0.157671 -5.719038 1.506480 0.00 -0.01 0.01
H 2.176500 -4.881385 1.177513 0.00 0.00 0.00
```
Forces are in eV/Å.

Computed properties:
- charge = -2
- E_HOMO (alpha / beta) (eV) = 1.2 / -1.4
- lowest unoccupied orbital energy (alpha / beta) (eV) = 4.020 / 4.020
- orbital gap (alpha / beta) (eV) = 2.8 / 5.4
- spin multiplicity = 2

=====

Entry from OMol25: a molecular structure, C24H33BrIrO2 (ωB97M-V/def2-TZVPD).

Geometry as XYZ:
```
61
Properties=species:S:1:pos:R:3:forces:R:3
Ir 0.215412 -0.005848 0.551863 2.29 1.52 -5.06
C -1.025985 1.061932 -1.374434 0.53 -0.03 1.36
C -1.641517 0.071778 -0.518978 -1.05 -0.75 1.51
C -1.012182 -1.204650 -0.874321 -0.97 -0.18 1.72
C -0.057640 -0.898934 -1.893756 0.74 0.55 0.77
C -0.091859 0.469797 -2.237208 0.50 -0.32 0.43
C 0.706299 1.126927 -3.319762 0.29 0.15 -0.21
C 2.201152 0.842182 -3.097699 -0.04 -0.02 0.11
C 0.264689 0.523066 -4.667657 -0.09 -0.05 0.17
C 0.478346 2.639315 -3.337583 -0.06 -0.07 0.12
C -1.268521 -2.662765 -0.433479 -0.02 -0.21 0.14
C -0.827366 -2.898564 1.028125 0.02 0.05 -0.12
C -0.431393 -3.627445 -1.290120 -0.03 0.16 -0.06
C -2.737027 -3.055809 -0.627907 0.04 0.06 -0.07
C -2.861958 0.480309 0.335634 -0.29 -0.05 -0.23
C -4.126987 0.341193 -0.523779 0.06 -0.03 0.05
C -2.711044 1.956586 0.755526 0.06 -0.12 -0.08
C -3.022319 -0.314866 1.637563 0.06 0.00 -0.15
H -1.302858 2.102672 -1.397022 0.12 0.06 0.17
H 0.570353 -1.627739 -2.380804 0.16 0.01 0.18
H 2.417712 -0.226758 -3.127193 0.01 0.00 0.01
H 2.528283 1.237075 -2.134004 0.03 -0.03 0.00
H 2.786694 1.323231 -3.880880 -0.03 0.00 -0.02
H 0.502101 -0.540675 -4.723717 0.00 0.00 -0.02
H 0.785873 1.032537 -5.477412 0.01 -0.01 0.00
H -0.809378 0.645271 -4.817277 0.01 0.01 -0.06
H 0.790006 3.093448 -2.394643 -0.02 0.03 -0.01
H -0.569694 2.885694 -3.519477 0.00 0.03 -0.01
H 1.067510 3.089497 -4.135061 0.00 -0.01 -0.01
H 0.180312 -2.492405 1.203739 -0.13 -0.11 0.04
H -0.756890 -3.969391 1.225823 -0.08 -0.02 -0.06
H -1.517537 -2.474108 1.751286 0.08 0.09 0.02
H 0.640274 -3.460093 -1.164861 0.01 -0.02 -0.02
H -0.691144 -3.556550 -2.348133 0.05 0.00 -0.03
H -0.641924 -4.647084 -0.971935 0.00 0.00 0.00
H -3.422055 -2.448818 -0.043326 0.03 -0.05 -0.04
H -2.873601 -4.095076 -0.327941 0.00 -0.01 -0.01
H -3.015742 -2.970798 -1.679916 -0.05 0.00 -0.01
H -4.041326 0.929838 -1.439556 -0.04 0.03 0.00
H -4.991041 0.700529 0.035753 -0.04 0.00 -0.05
H -4.305853 -0.696554 -0.805450 -0.04 0.05 0.00
H -2.859033 2.651484 -0.071171 0.01 0.00 -0.04
H -1.731083 2.139944 1.202107 -0.01 0.05 0.04
H -3.465863 2.189430 1.504979 -0.02 0.01 -0.02
H -3.255777 -1.361752 1.467521 0.05 0.02 0.06
H -3.848336 0.107377 2.209720 -0.03 0.02 -0.05
H -2.124953 -0.239028 2.254212 0.00 -0.05 0.02
Br 6.302864 1.902003 6.418390 -0.15 -0.02 -0.16
C 4.986603 1.524299 5.112685 0.13 0.00 0.16
C 5.360419 1.441944 3.777583 0.04 0.05 0.00
C 4.400586 1.153914 2.826981 -0.05 0.01 -0.06
C 3.081239 0.940312 3.219508 -0.20 -0.05 -0.03
C 2.721118 1.017132 4.564091 -0.04 -0.05 -0.04
C 3.674194 1.319109 5.517292 0.02 0.02 0.00
C 2.060885 0.634488 2.210578 0.42 0.12 0.31
O 2.268550 0.750263 0.973301 -0.95 -0.54 -0.23
O 0.893155 0.224595 2.567616 -1.37 -0.32 -0.45
H 6.389345 1.610661 3.494016 0.00 -0.03 -0.01
H 4.663201 1.080650 1.780271 0.02 0.03 0.01
H 1.693873 0.835821 4.848802 0.00 0.04 0.04
H 3.408843 1.399408 6.561496 0.01 -0.03 0.00
```
Forces are in eV/Å.

Computed properties:
- charge = +1
- E_HOMO (alpha / beta) (eV) = -11.6 / -11.6
- lowest unoccupied orbital energy (alpha / beta) (eV) = -5.566 / -5.532
- orbital gap (alpha / beta) (eV) = 6.1 / 6.1

=====

Entry from OMol25: 2 unconnected molecules or ions with the total composition C5H14N2O (ωB97M-V/def2-TZVPD).

Geometry as XYZ:
```
22
Properties=species:S:1:pos:R:3:forces:R:3
C 0.697850 2.560154 -1.628658 -1.17 -0.40 -1.10
C 0.869840 1.353692 -0.659525 0.49 1.65 -1.68
C -0.366161 1.324247 0.195791 -0.02 -1.33 0.93
C -0.413447 0.127226 1.179667 -0.14 0.42 -0.62
N -0.411668 -1.109306 0.402371 -1.22 -0.06 -0.01
C -0.727573 -2.199164 0.988804 1.35 0.58 -0.10
N -0.732687 -2.336354 2.358229 -0.80 -0.31 0.36
H 1.458026 2.611829 -2.426675 0.50 0.67 1.03
H 0.368193 3.489528 -1.104594 1.03 -0.42 -0.47
H -0.140983 2.379580 -2.333989 -0.22 -0.25 0.69
H 1.834707 1.531662 -0.156694 -0.51 -0.37 0.39
H 0.993681 0.481801 -1.316175 -0.14 -0.07 0.61
H -0.513663 2.250976 0.758934 0.20 0.02 -0.09
H -1.244905 1.193745 -0.448087 0.15 0.15 -0.02
H 0.406229 0.148910 1.912533 -0.05 0.03 -0.12
H -1.370907 0.248027 1.711101 0.16 -0.25 0.24
H -0.807939 -3.091715 0.365590 0.05 -0.03 0.37
H -1.041062 -3.205227 2.767610 -0.04 -0.05 -0.31
H -1.089171 -1.546522 2.876370 0.24 0.10 -0.01
O 1.042384 -2.300566 -1.621441 -0.84 0.53 -0.61
H 0.853577 -2.195387 -2.562676 0.41 -0.35 -0.09
H 0.335679 -1.717137 -1.258485 0.56 -0.26 0.63
```
Forces are in eV/Å.

Computed properties:
- charge = 0
- E_HOMO (eV) = -9.4
- lowest unoccupied orbital energy (eV) = 0.855
- orbital gap (eV) = 10.3
- structure (SMILES) = CCCC/N=C\N.O

=====

What did we get for ΔE to the lowest compared entry with this formula, charge and spin? Answer: 9.01 61.12 39.28 kcal/mol, in the order shown.